Here is a molecular structure, C34H31AuN5O2S3 from the OMol25 dataset. Energies are from wB97M-V/def2-TZVPD.

```
76
Properties=species:S:1:pos:R:3:lowdin_charge:R:1
Au 0.133 -0.069 0.012 0.878
C -3.916 -2.188 0.079 -0.013
C -2.850 -1.162 -0.197 -0.229
N -1.689 -1.258 0.376 -0.058
N -1.557 -2.343 1.208 -0.075
C -0.531 -2.295 2.001 -1.047
S 0.596 -0.985 2.190 0.640
S -0.443 -3.673 3.087 0.937
C 1.356 -3.922 3.278 -0.434
C 1.992 -4.575 2.081 -0.295
C 2.046 -5.961 1.975 -0.043
C 2.605 -6.565 0.858 -0.074
C 3.119 -5.787 -0.170 -0.086
C 3.075 -4.403 -0.070 -0.084
C 2.517 -3.800 1.050 -0.060
C -3.134 -0.060 -1.122 -0.070
C -4.060 -0.258 -2.140 -0.021
C -4.400 0.755 -3.020 -0.022
C -3.850 2.057 -2.887 -0.050
C -2.945 2.310 -1.911 -0.001
C -2.529 1.270 -0.990 -0.369
O -1.701 1.527 -0.101 -0.018
H -3.936 -2.422 1.138 0.085
H -4.897 -1.835 -0.230 0.080
H -3.683 -3.119 -0.442 0.105
H 1.819 -2.967 3.519 0.048
H 1.415 -4.560 4.159 0.079
H 1.641 -6.575 2.773 0.117
H 2.642 -7.645 0.792 0.107
H 3.560 -6.258 -1.039 0.103
H 3.482 -3.792 -0.867 0.092
H 2.489 -2.719 1.133 0.064
H -4.506 -1.235 -2.264 0.119
H -5.103 0.553 -3.817 0.116
H -4.165 2.844 -3.561 0.117
H -2.521 3.294 -1.757 0.122
C -0.489 0.464 -4.920 -0.211
S 0.674 0.239 -3.585 0.951
O -0.216 -0.018 -2.380 -0.599
C 1.303 1.885 -3.431 -0.408
C 0.473 2.907 -2.980 -0.070
C 1.000 4.177 -2.830 -0.073
C 2.345 4.411 -3.109 -0.056
C 3.164 3.380 -3.545 -0.058
C 2.643 2.101 -3.707 -0.084
H -0.923 1.460 -4.882 0.058
H -1.249 -0.303 -4.776 0.062
H 0.033 0.303 -5.863 0.065
H -0.563 2.699 -2.741 0.086
H 0.366 4.990 -2.499 0.114
H 2.754 5.405 -2.982 0.115
H 4.209 3.566 -3.753 0.113
H 3.272 1.286 -4.049 0.112
C 4.393 -0.299 -1.013 -0.034
C 3.016 -0.358 -1.031 -0.145
N 2.269 0.358 -0.179 -0.063
C 2.866 1.157 0.707 -0.101
C 4.243 1.311 0.768 -0.175
C 5.009 0.544 -0.099 0.009
C 4.904 2.192 1.750 -0.025
C 4.536 3.378 2.214 -0.018
C 3.356 4.194 1.877 -0.260
C 3.131 5.375 2.567 0.002
C 2.014 6.112 2.220 -0.109
N 1.170 5.721 1.266 0.093
C 1.484 4.574 0.665 -0.183
N 2.528 3.791 0.908 0.119
H 4.969 -0.912 -1.692 0.116
H 2.484 -1.008 -1.719 0.099
H 2.219 1.683 1.399 0.107
H 6.090 0.605 -0.055 0.128
H 5.848 1.806 2.125 0.120
H 5.205 3.839 2.934 0.114
H 3.801 5.708 3.348 0.117
H 1.784 7.046 2.721 0.115
H 0.805 4.235 -0.109 0.096
```

Results
multiplicity: 3
energy relative to the best compared isomer or geometry (same formula, charge and spin): 17.3 kJ/mol
calculated total energy: -83496.0921 eV
total charge: +1

***

Here is a molecular structure, C10H15CdF9O5S2 in a non-equilibrium geometry from the OMol25 dataset. Energies are from wB97M-V/def2-TZVPD.

```
42
Properties=species:S:1:pos:R:3:lowdin_charge:R:1
C 1.419 0.732 6.264 -0.035
C 1.610 1.226 4.847 -0.130
O 0.411 2.089 4.453 -0.275
C -0.165 1.865 3.116 -0.548
O 0.558 1.890 2.199 0.212
C -1.651 1.684 3.190 -0.081
C -1.989 0.158 2.973 -0.094
C -2.681 -0.100 1.636 -0.238
O -1.697 -0.416 0.657 -0.317
S -2.216 -1.381 -0.615 0.981
O -3.566 -0.963 -0.892 -0.319
O -1.243 -0.741 -1.676 -0.306
C -0.041 -1.477 -2.053 -0.182
C -0.194 -2.065 -3.441 -0.041
C -0.319 -1.082 -4.601 -0.459
F -1.227 -1.578 -5.478 0.137
F -0.762 0.121 -4.196 0.132
C 0.950 -0.861 -5.494 -0.441
F 0.618 -0.052 -6.488 0.163
F 1.292 -2.058 -5.980 0.138
S 2.529 -0.153 -4.679 0.800
F 1.674 0.444 -3.445 -0.166
F 2.408 1.232 -5.408 -0.108
F 3.403 -0.728 -5.849 -0.101
F 2.659 -1.541 -3.861 -0.149
F 3.839 0.342 -3.966 -0.104
H 1.130 -0.320 6.281 0.098
H 2.345 0.850 6.829 0.100
H 0.631 1.288 6.781 0.091
H 1.608 0.445 4.084 0.136
H 2.500 1.837 4.699 0.127
H -2.082 2.280 2.379 0.137
H -2.058 2.019 4.149 0.121
H -2.623 -0.172 3.798 0.132
H -1.071 -0.437 3.011 0.130
H -3.431 -0.892 1.738 0.134
H -3.229 0.790 1.297 0.134
H 0.766 -0.748 -1.978 0.115
H 0.150 -2.283 -1.338 0.125
H -1.104 -2.674 -3.473 0.148
H 0.644 -2.741 -3.632 0.135
Cd 0.206 4.172 4.162 1.669
```

Results
energy relative to the best compared isomer or geometry (same formula, charge and spin): 0.0 kJ/mol
calculated total energy: -71518.5246 eV
total charge: +2

***

Here is 10 unconnected molecules or ions with the total composition C7H32BF4O11 in a non-equilibrium geometry from the OMol25 dataset. Energies are from wB97M-V/def2-TZVPD.

```
55
Properties=species:S:1:pos:R:3:lowdin_charge:R:1
B -0.194 1.835 -0.002 -1.210
F 0.339 1.153 1.136 0.067
F 0.500 3.000 -0.243 0.166
F -0.162 0.966 -1.140 0.085
F -1.574 2.095 0.225 0.098
O -0.686 -1.628 3.368 -0.089
H -0.256 -1.614 2.496 -0.024
H -1.013 -0.721 3.452 -0.017
O 2.838 0.994 -0.533 -0.051
H 2.331 1.039 -1.349 0.024
H 2.179 1.165 0.151 -0.001
O -1.632 1.120 3.014 -0.057
H -1.010 1.130 2.269 0.002
H -2.338 1.711 2.732 0.041
O 0.603 -1.538 0.896 -0.046
H 0.067 -1.693 0.110 0.026
H 0.605 -0.567 0.978 0.016
O -0.080 3.270 -3.822 -0.059
H -0.173 2.679 -3.062 0.014
H 0.871 3.366 -3.926 0.030
O -2.348 4.602 1.578 -0.064
H -2.034 4.087 0.820 0.015
H -1.643 4.508 2.226 0.030
C 2.750 0.188 5.047 -0.259
C 2.163 0.877 3.831 -0.249
O 2.355 2.280 3.907 -0.060
O 4.139 0.407 5.165 -0.064
H 2.522 -0.879 4.994 0.122
H 2.206 0.545 5.938 0.116
H 1.093 0.639 3.764 0.102
H 2.610 0.499 2.913 0.125
H 1.772 2.647 4.577 0.088
H 4.298 1.281 4.786 0.077
C -3.686 0.568 -1.922 -0.240
C -3.156 -0.759 -1.487 -0.255
O -2.741 -1.604 -2.558 -0.074
O -4.414 1.297 -0.915 -0.068
H -4.387 0.504 -2.758 0.122
H -2.856 1.204 -2.263 0.115
H -3.884 -1.396 -0.962 0.127
H -2.370 -0.682 -0.719 0.112
H -2.297 -1.127 -3.267 0.083
H -4.028 1.088 -0.057 0.071
C 1.510 -4.426 -3.450 -0.061
C 0.628 -3.199 -3.663 -0.500
C 0.678 -2.295 -2.441 -0.067
O 1.027 -2.524 -4.851 -0.053
H 1.294 -5.171 -4.212 0.074
H 1.414 -4.807 -2.433 0.080
H 2.559 -4.125 -3.553 0.079
H -0.406 -3.521 -3.797 0.134
H 0.271 -1.293 -2.564 0.071
H 1.711 -2.169 -2.093 0.092
H 0.119 -2.814 -1.658 0.078
H 1.914 -2.193 -4.672 0.085
```

Results
energy relative to the best compared isomer or geometry (same formula, charge and spin): 0.0 kJ/mol
calculated total energy: -41856.1102 eV
total charge: -1

***

Here is a molecular structure, C43H37O2P2S5SiYb in a non-equilibrium geometry from the OMol25 dataset. Energies are from wB97M-V/def2-TZVPD.

```
91
Properties=species:S:1:pos:R:3:lowdin_charge:R:1
Yb 0.168 -1.959 0.669 1.174
C -0.482 -1.157 4.805 -0.252
Si -0.505 -0.683 3.003 0.535
C 0.264 1.079 3.010 -0.308
C -0.145 1.966 4.022 -0.103
C 0.478 3.183 4.236 -0.077
C 1.567 3.550 3.448 -0.077
C 1.973 2.714 2.425 -0.109
C 1.305 1.506 2.169 -0.382
P 1.826 0.483 0.732 0.949
C 3.636 0.383 0.996 -0.383
C 4.059 -0.257 2.162 -0.101
C 5.405 -0.358 2.468 -0.078
C 6.354 0.177 1.603 -0.085
C 5.943 0.800 0.435 -0.075
C 4.587 0.904 0.131 -0.077
C 1.678 1.595 -0.732 -0.367
C 1.340 2.948 -0.687 -0.089
C 1.296 3.707 -1.852 -0.081
C 1.561 3.125 -3.082 -0.083
C 1.868 1.773 -3.144 -0.074
C 1.926 1.016 -1.981 -0.137
C -2.346 -0.279 2.620 -0.304
C -3.306 -0.427 3.630 -0.099
C -4.630 -0.042 3.454 -0.078
C -5.023 0.544 2.259 -0.079
C -4.098 0.691 1.235 -0.101
C -2.785 0.238 1.382 -0.365
P -1.590 0.341 -0.023 1.069
C -1.863 2.038 -0.631 -0.356
C -1.957 2.320 -1.988 -0.082
C -2.174 3.626 -2.415 -0.081
C -2.283 4.654 -1.491 -0.087
C -2.162 4.380 -0.131 -0.074
C -1.950 3.079 0.297 -0.095
C -2.226 -0.661 -1.427 -0.393
C -1.276 -1.374 -2.165 -0.141
C -1.658 -2.230 -3.187 -0.065
C -2.999 -2.372 -3.502 -0.071
C -3.953 -1.654 -2.787 -0.064
C -3.569 -0.810 -1.755 -0.070
H -0.978 -0.410 5.431 0.020
H 0.557 -1.247 5.141 0.029
H -0.964 -2.127 4.975 0.027
H -0.970 1.686 4.669 0.096
H 0.136 3.835 5.032 0.103
H 2.092 4.480 3.631 0.104
H 2.822 3.000 1.813 0.111
H 3.325 -0.682 2.841 0.104
H 5.717 -0.855 3.378 0.104
H 7.409 0.108 1.841 0.102
H 6.676 1.209 -0.250 0.104
H 4.284 1.391 -0.787 0.100
H 1.112 3.429 0.251 0.089
H 1.038 4.756 -1.791 0.106
H 1.517 3.719 -3.988 0.104
H 2.072 1.299 -4.097 0.098
H 2.173 -0.039 -2.045 0.010
H -3.011 -0.837 4.591 0.085
H -5.343 -0.171 4.260 0.103
H -6.040 0.889 2.124 0.102
H -4.405 1.185 0.319 0.101
H -1.873 1.524 -2.717 0.106
H -2.259 3.834 -3.474 0.106
H -2.460 5.669 -1.826 0.103
H -2.239 5.179 0.596 0.106
H -1.865 2.868 1.359 0.109
H -0.214 -1.269 -1.961 0.053
H -0.905 -2.797 -3.719 0.105
H -3.302 -3.040 -4.299 0.106
H -5.004 -1.763 -3.024 0.106
H -4.333 -0.294 -1.191 0.093
C 1.855 -2.170 -5.657 -0.389
S 2.953 -2.078 -4.215 0.829
C 2.589 -3.559 -3.345 -1.008
C 2.386 -3.640 -2.020 -1.114
S 2.345 -2.325 -0.852 0.454
S 2.258 -5.261 -1.389 0.901
C 2.438 -6.138 -2.862 -1.520
S 2.354 -7.769 -2.986 0.535
S 2.725 -5.081 -4.194 0.908
H 2.414 -1.837 -6.529 0.031
H 0.985 -1.531 -5.521 0.024
H 1.531 -3.196 -5.826 0.015
C -2.775 -4.424 1.691 0.030
C -1.642 -3.668 1.101 -0.665
O -0.431 -4.024 1.281 -0.126
O -1.872 -2.588 0.451 -0.174
H -2.844 -4.137 2.744 0.099
H -2.580 -5.493 1.640 0.094
H -3.705 -4.161 1.194 0.092
```

Results
multiplicity: 2
energy relative to the best compared isomer or geometry (same formula, charge and spin): 0.0 kJ/mol
calculated total energy: -161451.2743 eV

***

Here is 2 unconnected molecules or ions with the total composition C6H18NO in a non-equilibrium geometry from the OMol25 dataset. Energies are from wB97M-V/def2-TZVPD.

```
26
Properties=species:S:1:pos:R:3:lowdin_charge:R:1
C 0.525 -1.375 2.011 -0.035
C 0.514 -0.887 0.599 -0.275
C 0.657 0.644 0.406 -0.330
C 1.079 0.885 -1.094 -0.029
C -0.569 1.497 0.694 -0.246
C -0.152 2.965 0.836 -0.082
N -0.870 -1.243 -0.071 0.211
H -0.049 -2.306 2.170 0.090
H 0.036 -0.692 2.699 0.092
H 1.484 -1.720 2.395 0.101
H 1.218 -1.331 -0.099 0.143
H 1.503 0.951 1.027 0.148
H 0.457 1.656 -1.533 0.082
H 0.937 -0.024 -1.677 0.059
H 2.125 1.154 -1.194 0.089
H -1.190 1.120 1.511 0.114
H -1.246 1.539 -0.179 0.110
H -0.377 3.381 1.819 0.081
H -0.716 3.679 0.221 0.084
H 0.877 3.163 0.544 0.082
H -0.769 -1.594 -1.055 0.089
H -1.439 -0.404 0.060 0.129
H -1.213 -2.122 0.310 0.155
H -1.674 -1.909 -2.868 0.079
H -0.349 -2.612 -3.360 0.102
O -0.723 -1.989 -2.700 -0.044
```

Results
energy relative to the best compared isomer or geometry (same formula, charge and spin): 71.0 kJ/mol
calculated total energy: -10045.0958 eV
total charge: +1

***

Q: Which formula does entry 5 have?
A: C6H18NO

***

Q: Which formula does entry 4 have?
A: C43H37O2P2S5SiYb

***

Q: The lowest calculated total energy belongs to which entry?
A: C43H37O2P2S5SiYb